{"formula": "C3H4N3OS2", "method": "ωB97M-V/def2-TZVPD", "elements": ["H", "N", "H", "H", "S", "N", "N", "S", "C", "C", "H", "C", "O"], "positions_angstrom": [[-1.796, -1.578, 0.502], [1.198, -0.699, 0.481], [1.706, -0.077, -0.118], [1.175, -0.330, 1.471], [-1.095, 0.844, 0.111], [-0.921, -1.832, 0.311], [0.365, -0.424, -2.665], [-1.103, 3.613, 0.463], [0.144, -0.577, -1.539], [-0.074, -0.785, -0.077], [-0.783, -2.769, -0.213], [0.016, 2.395, 0.528], [1.169, 2.219, 0.743]], "forces_ev_per_a": [[-4.1985, 1.0261, 0.6395], [1.2152, -0.5718, 2.3643], [0.6732, 0.5014, 0.4148], [0.0027, -0.4045, -1.6909], [-0.5311, -0.5782, 0.5534], [4.6228, -4.0155, -1.5346], [-0.1171, -0.1594, 0.5759], [-0.1074, 0.9647, 0.1573], [0.0555, -0.9499, -0.9134], [-1.3171, 2.6485, -1.7052], [-0.4940, 2.3604, 1.2611], [-1.2846, -0.9751, -0.4117], [1.4804, 0.1533, 0.2895]], "largest_force_ev_per_a": 6.31, "total_charge": -1, "relative_energy_kcal_mol": 9.5, "e_homo_ev": -4.20, "lumo_energy_ha": 0.1273, "total_energy_ha": -1152.6446}

***

{"formula": "C19H27N3O6S", "method": "ωB97M-V/def2-TZVPD", "elements": ["O", "C", "H", "N", "H", "H", "H", "H", "H", "H", "H", "H", "O", "C", "C", "C", "H", "N", "H", "O", "C", "C", "H", "C", "C", "H", "H", "H", "O", "C", "C", "O", "C", "H", "C", "C", "C", "C", "H", "C", "H", "H", "H", "H", "N", "H", "H", "H", "H", "C", "H", "C", "C", "S", "H", "O"], "positions_angstrom": [[1.406, -2.353, -0.183], [-3.913, -0.657, 0.025], [-3.313, -2.647, 0.549], [-0.264, -0.142, -0.890], [-0.676, 1.275, 1.438], [-4.020, -2.503, -1.048], [3.168, -3.367, 0.270], [-7.072, 0.332, -0.810], [-5.057, -2.420, 0.377], [4.586, 2.338, -3.056], [1.930, -3.208, 1.564], [-4.597, 4.077, 0.105], [-1.366, -2.294, -0.254], [4.361, 2.456, 0.413], [3.158, -1.441, 1.218], [-2.695, -0.035, 0.299], [-3.532, 3.892, 1.497], [2.301, -0.397, 1.425], [5.205, 2.854, 0.985], [2.847, -1.080, -1.332], [2.437, -2.701, 0.740], [-4.084, -2.144, -0.021], [-0.810, 2.479, 0.156], [-4.920, 1.525, -0.076], [-3.673, 3.622, 0.451], [4.528, 0.540, 1.316], [-1.576, 2.758, 1.711], [-0.053, 0.302, -3.500], [-0.471, -0.895, 1.545], [-2.597, 1.341, 0.500], [1.726, -1.476, -1.138], [4.357, -1.381, 1.360], [-3.732, 2.133, 0.293], [-0.173, -1.803, -2.082], [-5.039, 0.150, -0.184], [4.267, 2.631, -2.070], [4.790, 2.101, -0.982], [2.587, 0.913, 0.988], [3.500, 3.386, -2.018], [-1.340, 1.993, 0.974], [1.322, -0.777, -3.808], [0.305, 0.602, -0.488], [1.535, 0.650, -2.791], [-6.276, -1.146, -1.361], [3.865, 1.284, 1.111], [3.555, 3.192, 0.389], [-2.843, 4.038, -0.117], [-6.784, -0.989, 0.319], [1.293, -0.610, 1.461], [0.842, -0.139, -3.072], [-5.789, 2.142, -0.260], [0.474, -0.955, -1.841], [-6.369, -0.449, -0.532], [-1.153, -0.977, 0.267], [5.548, 1.332, -1.047], [1.682, 1.598, 0.546]], "forces_ev_per_a": [[-0.0909, -0.3620, 0.1286], [-0.1354, -0.0834, -0.0401], [-0.2010, -0.1235, -0.0114], [-0.6987, -0.2463, 0.6016], [0.0936, 0.2270, 0.0495], [-0.0186, -0.1400, -0.0586], [-0.0878, 0.1661, 0.1472], [-0.0555, 0.0210, -0.0278], [-0.0573, -0.0097, -0.0152], [0.0960, -0.0987, -0.1741], [0.0561, 0.0405, -0.0647], [-0.0357, 0.0570, -0.0170], [-0.2706, 0.1505, -0.2284], [-0.0910, 0.1652, -0.1135], [0.0283, -0.3305, 0.1029], [0.2922, -0.0980, 0.0236], [0.0347, 0.1085, 0.0611], [-0.3945, 0.3159, 0.1557], [-0.1348, 0.0244, -0.0306], [-0.0778, -0.1710, -0.1136], [0.3691, -0.0354, -0.1112], [-0.0043, -0.1842, 0.0465], [0.0942, 0.0996, -0.0414], [0.1757, -0.1533, 0.0403], [0.0294, -0.0624, 0.0324], [-0.2164, 0.0495, 0.1277], [0.0341, 0.0467, 0.0358], [-0.0954, 0.0000, -0.0420], [-0.4710, 0.1701, 0.0092], [-0.2089, 0.2699, 0.0942], [0.2299, 0.1486, -0.4519], [0.1698, -0.2039, 0.0067], [0.0573, -0.2072, -0.0433], [0.2312, 0.0695, -0.1174], [0.1752, 0.1104, 0.0252], [0.0192, 0.0494, -0.1256], [-0.0488, 0.0423, 0.2172], [0.1748, -0.5880, 0.3763], [-0.1775, 0.1493, 0.0806], [0.0597, 0.0760, -0.0090], [0.0799, -0.0138, -0.0787], [0.0233, 0.1732, 0.2768], [0.0771, 0.0811, -0.0455], [-0.0868, -0.0883, -0.0557], [0.4474, 0.0215, 0.0315], [0.1755, 0.0077, 0.0341], [0.0563, 0.1282, -0.0111], [-0.0926, -0.0867, 0.0041], [0.3936, 0.1472, -0.1468], [-0.0775, -0.1060, 0.3034], [-0.1044, 0.0723, -0.0189], [0.1117, -0.3684, -0.3364], [0.0553, -0.0218, 0.0489], [0.2891, 0.2458, -0.2270], [0.1229, -0.1153, -0.1050], [-0.3194, 0.4639, -0.1993]], "largest_force_ev_per_a": 0.95, "smiles": "C=CCNC(=O)NC(=O)COC(=O)[C@H](C)NS(=O)(=O)c1c(C)c(C)cc(C)c1C", "relative_energy_kcal_mol": 25.5, "e_homo_ev": -8.79, "lumo_energy_ha": 0.0253, "total_energy_ha": -1754.1413}

***

{"formula": "C9H17N4", "method": "ωB97M-V/def2-TZVPD", "elements": ["C", "N", "H", "H", "C", "C", "H", "H", "N", "N", "H", "C", "H", "C", "H", "H", "H", "C", "H", "C", "H", "N", "H", "H", "H", "C", "H", "H", "C", "H"], "positions_angstrom": [[1.671, 2.842, -1.387], [-2.671, 0.371, -0.027], [-4.879, 2.676, 0.245], [0.270, -3.568, 1.876], [1.648, 1.646, -0.487], [-3.579, 1.149, 0.167], [2.625, 2.910, 1.137], [0.202, -4.367, -0.626], [-2.272, -0.821, 0.092], [-4.019, 2.257, 0.082], [2.451, 0.890, -0.753], [-0.624, -2.590, 0.140], [0.923, 3.723, -1.122], [-0.247, -2.568, 1.587], [0.856, -0.780, -0.627], [1.013, 2.199, 1.688], [1.518, 2.587, -2.395], [0.266, 1.087, -0.467], [2.598, 3.283, -1.381], [1.899, 2.033, 1.013], [-0.443, 1.857, -0.543], [0.005, -0.202, -0.434], [-1.039, -2.278, 2.246], [1.265, -3.026, -0.529], [0.096, -3.018, -1.857], [0.331, -3.260, -0.852], [2.348, 1.109, 1.479], [0.514, -1.881, 1.800], [-1.092, -1.182, -0.176], [-1.636, -3.081, 0.111]], "forces_ev_per_a": [[-2.6300, 1.7545, 0.6227], [0.7717, 1.6327, -0.3315], [-1.5962, 0.5676, 0.3373], [-1.3404, 1.4167, -0.2179], [0.1599, -0.6493, 0.9311], [0.3446, 0.8185, -0.6138], [-1.0915, -1.2963, -0.3686], [0.2970, 1.2455, -0.7533], [-0.0964, -3.0297, 0.1609], [0.4224, 0.0693, 0.1405], [-1.0730, 0.7786, 0.0395], [-2.9552, 0.3537, -0.7009], [1.2666, -2.0398, -0.2524], [1.7496, -2.8292, 0.6180], [-0.6581, 0.7475, 0.5231], [0.4840, 0.2407, -1.1118], [-0.5269, -0.4411, -1.4065], [0.9042, -2.1871, -0.3903], [2.3690, 1.0624, 0.2986], [0.9256, -0.5453, 1.5039], [-1.6540, 0.4318, 0.4641], [1.2561, -0.3745, -0.5480], [-0.7169, -0.3705, 0.2628], [3.2037, 0.6882, 0.2475], [0.0127, 0.0454, -0.9652], [-2.9644, -1.9201, 1.8598], [-0.1363, 1.0773, -0.3063], [1.4342, 1.3370, 0.0760], [0.8143, 1.3960, 0.0969], [1.0238, 0.0193, -0.2164]], "largest_force_ev_per_a": 3.99, "smiles": "CC(C)/C=[NH+]/C(=N\\N=C=N)C(C)C", "total_charge": 1, "relative_energy_kcal_mol": 79.0, "e_homo_ev": [-12.49, -12.49], "lumo_energy_ha": [-0.1670, -0.1670], "total_energy_ha": -571.7671}